1.
ORCA calculation (ωB97M-V/def2-TZVPD) on an isolated ion of composition CH4IN2 and charge +1 at a distorted geometry.

Properties
- Structure (SMILES): [NH2+]=CNI
- ΔE to the lowest compared entry with this formula, charge and spin: 58.9 kcal/mol
- LUMO level: -0.207 Eh

Structure (ORCA input):
```
! wB97M-V def2-TZVPD RIJCOSX def2/J DEFGRID3
* xyz 1 1
I 2.489 -0.241 -0.263
N -0.774 -1.163 -0.102
N 0.789 0.905 -0.129
C -0.337 0.415 0.079
H -1.184 1.085 0.108
H -0.371 -1.952 0.255
H -1.703 -0.988 0.197
H 1.093 1.939 -0.145
*
```

2.
ORCA calculation (ωB97M-V/def2-TZVPD) on a single C16H21NO4 molecule.

Properties
- Structure (SMILES): CC1(C)[C@H](C(=O)Nc2ccccc2O)CC[C@@]1(C)C(=O)O
- ΔE to the lowest compared entry with this formula, charge and spin: 0.0 kcal/mol
- LUMO level: 0.017 Eh

Structure (ORCA input):
```
! wB97M-V def2-TZVPD RIJCOSX def2/J DEFGRID3
* xyz 0 1
O -0.544 0.508 -1.788
O 4.189 2.392 0.747
O 4.101 0.234 1.259
O -1.791 -1.512 -2.829
N -1.715 -0.344 -0.029
C -2.605 -1.873 -1.828
C -3.535 -2.875 -2.121
C 1.021 -0.707 1.364
C 0.373 2.672 -0.270
C 1.441 1.527 2.349
C -4.419 -3.354 -1.181
C 1.158 0.779 1.038
C -2.587 -1.346 -0.526
C -3.489 -1.846 0.414
C -0.123 1.394 0.412
C 2.529 -0.027 -1.021
C 1.800 2.370 -0.738
C 2.275 1.097 -0.008
C 3.602 1.344 0.695
C -4.398 -2.835 0.104
C -0.802 0.476 -0.592
H -3.468 -1.441 1.417
H -1.248 -0.720 -2.576
H 1.971 -1.087 1.733
H -5.121 -4.129 -1.446
H 1.631 -0.225 -1.597
H -5.081 -3.195 0.857
H 1.680 2.571 2.166
H 3.309 0.289 -1.711
H -3.526 -3.263 -3.128
H -0.268 2.940 -1.108
H 0.730 -1.293 0.497
H 0.574 1.481 3.007
H 2.277 1.071 2.875
H 2.858 -0.939 -0.532
H 1.812 2.198 -1.812
H 0.360 3.495 0.444
H 2.471 3.200 -0.520
H 4.960 0.430 1.665
H -1.832 -0.230 0.970
H -0.845 1.627 1.200
H 0.277 -0.850 2.145
*
```

3.
ORCA calculation (ωB97M-V/def2-TZVPD) on a single C8H10 molecule at a distorted geometry.

Properties
- Structure (SMILES): C=C1[C@@H]2C[C@@]3(C)C[C@]123
- ΔE to the lowest compared entry with this formula, charge and spin: 138.4 kcal/mol
- LUMO level: 0.036 Eh

Structure (ORCA input):
```
! wB97M-V def2-TZVPD RIJCOSX def2/J DEFGRID3
* xyz 0 1
C -0.044 -0.342 0.753
C -1.513 0.009 0.958
C -0.109 0.372 -2.475
C 0.343 1.622 -0.092
C 1.077 0.719 0.954
C -0.073 0.881 -1.283
C 0.383 -1.747 0.630
C -0.811 0.688 -0.127
H -1.737 0.443 1.916
H 0.112 2.742 0.019
H 0.681 0.497 -3.194
H 1.214 1.207 1.884
H 1.266 -1.959 1.308
H 0.771 -2.043 -0.298
H -0.532 -2.454 0.684
H -0.998 -0.118 -2.757
H -2.055 -0.822 0.590
H 2.026 0.304 0.529
*
```

4.
ORCA calculation (ωB97M-V/def2-TZVPD) on C15H18Br9F9O6 as an isolated structure at a distorted geometry.

Properties
- ΔE to the lowest compared entry with this formula, charge and spin: 52.5 kcal/mol
- LUMO level: -0.024 Eh

Structure (ORCA input):
```
! wB97M-V def2-TZVPD RIJCOSX def2/J DEFGRID3
* xyz 0 1
Br -5.897 0.531 6.062
Br -3.886 3.106 6.423
Br -0.420 -5.139 1.172
Br 4.825 -0.592 2.776
Br -1.846 -6.606 3.644
Br -5.349 2.496 3.599
Br 1.980 -1.132 4.386
Br 0.404 -4.312 4.286
Br 2.858 1.861 3.498
F 2.181 0.993 -0.497
F -3.426 -3.749 -8.009
F -3.963 -4.165 -5.987
F -0.045 -0.518 -0.535
F -1.151 -2.303 0.057
F -2.958 -5.671 -7.147
F 2.171 1.091 -2.679
F 0.713 -1.818 0.969
F 4.014 1.209 -1.672
O -1.240 0.811 1.493
O 3.785 3.718 -0.990
O -1.543 -1.220 2.542
O -0.666 -3.935 -7.193
O -1.539 -3.384 -5.192
O 1.500 3.668 -1.518
C -1.630 -3.894 -6.457
C -0.385 -1.293 0.452
C -1.851 1.467 2.545
C 3.764 5.099 -0.681
C -0.376 -2.732 -4.729
C 2.624 3.079 -1.403
C 5.193 5.576 -0.597
C 2.733 1.552 -1.584
C -1.010 1.602 3.856
C -0.628 -2.114 -3.355
C -1.138 -0.547 1.614
C 2.896 -0.089 2.896
C -3.008 -4.384 -6.896
C -1.034 -4.882 3.075
C -5.488 2.360 5.534
H -2.911 1.330 2.758
H 5.676 5.699 -1.567
H -1.817 -4.126 3.122
H -1.226 -1.220 -3.530
H 3.270 5.684 -1.456
H 3.312 5.106 0.311
H 0.388 -1.822 -3.086
H -0.590 0.644 4.165
H 5.789 4.987 0.100
H -1.753 2.480 2.155
H 5.213 6.609 -0.249
H -1.700 1.895 4.647
H -0.185 2.306 3.755
H 2.292 -0.174 1.993
H -1.022 -2.786 -2.593
H -0.044 -1.979 -5.444
H -6.274 3.083 5.754
H 0.424 -3.459 -4.591
*
```

Kohn-Sham gap: 0.342 0.319 0.331 0.346 (hartree)
E_tot: -12173.3720 -26614.6426 -8452.2674 -682969.6014 (eV)
HOMO level: -14.95 -8.21 -8.02 -10.06 (eV)